(1)
The following is a DFT calculation (wB97M-V/def2-TZVPD) of a structure of composition C19H44Ca2Cl4FNO9.

Its HOMO-LUMO gap is 1.2 eV. The calculation puts the total energy at -129991.2111 eV. The HOMO energy comes out at -5.64 eV.

Last column: Mulliken charge in e.
Atoms and positions in Å:
N (-3.6057, -3.0597, -1.7658)  -0.5424
C (-2.5893, -2.2316, -2.5317)  0.1126
C (-3.2574, -0.8957, -3.2761)  0.1389
C (-3.0680, -0.9787, -4.9354)  -1.0149
C (-4.1446, -1.9760, -5.6652)  0.3164
O (-4.7934, -2.9871, -5.0814)  -0.4132
O (-2.4480, 0.2536, -2.8435)  -0.3598
C (-2.8619, 0.7753, -1.5326)  0.8794
C (-1.4593, 1.2737, -0.7693)  -0.6269
O (-0.3624, 1.5631, -1.7076)  -0.4445
C (0.5944, 0.4512, -1.8134)  -0.1387
O (1.4017, 0.2025, -0.6094)  0.1938
C (2.0840, -1.0896, -0.7954)  -0.2674
C (1.3963, -2.1323, 0.3114)  -0.2344
O (1.1574, -1.3002, 1.5254)  -0.5295
H (-3.5779, -2.8271, -0.7273)  0.0840
H (-3.2021, -4.0446, -1.7903)  0.2628
H (-2.1122, -2.8868, -3.3973)  0.4127
H (-1.7777, -1.8884, -1.7279)  -0.2083
H (-4.3768, -0.7255, -2.9701)  0.2854
H (-1.9397, -1.2643, -5.1479)  0.6059
H (-3.2793, 0.1146, -5.3657)  0.2033
H (-4.3150, -1.8023, -6.8338)  -0.0114
H (-3.4628, 0.0266, -0.8637)  -0.8585
H (-3.4494, 1.7907, -1.7523)  0.3069
H (-1.6772, 2.2847, -0.1738)  0.5239
H (-1.1438, 0.4917, 0.0637)  0.1696
H (1.3112, 0.7118, -2.7256)  0.1776
H (-0.0188, -0.5062, -2.1773)  0.0878
H (3.2355, -0.9943, -0.5327)  -0.0328
H (1.9511, -1.5727, -1.8534)  0.3330
H (2.0907, -3.0398, 0.5677)  0.2879
H (0.3462, -2.4602, -0.1194)  0.0396
H (2.0583, -1.0284, 1.9127)  0.2931
C (-5.6849, -1.8126, 1.4773)  -0.3700
Cl (-4.3365, -2.9454, 1.6306)  -0.1135
Cl (-5.2422, -0.4295, 0.4692)  -0.1031
H (-6.5330, -2.3287, 1.0208)  0.1600
H (-5.9628, -1.4538, 2.4713)  0.4321
Ca (-2.7256, 0.6269, -6.9030)  0.5066
C (1.5578, 3.9649, 1.6256)  -1.1458
C (2.2770, 3.0707, 0.6370)  -0.2982
O (1.4128, 2.0290, 0.2076)  -0.1705
H (1.2215, 3.3874, 2.4929)  0.2424
H (2.2120, 4.7708, 1.9700)  0.3960
H (0.6647, 4.4058, 1.1708)  0.3270
H (3.1562, 2.6151, 1.1020)  0.2388
H (2.6050, 3.6384, -0.2391)  0.2775
H (0.6392, 2.4438, -0.2114)  0.0959
C (-5.9595, 3.8247, 0.5882)  -1.2561
C (-5.0385, 3.1773, 1.6357)  0.7040
C (-4.6719, 4.2201, 2.7047)  -1.4547
O (-3.9241, 2.8124, 1.0260)  -0.3415
H (-5.4892, 4.6808, 0.0867)  0.3384
H (-6.2570, 3.1047, -0.1846)  0.2495
H (-6.8776, 4.1907, 1.0632)  0.4299
H (-5.6518, 2.4236, 2.1496)  0.1329
H (-4.1537, 5.0910, 2.2820)  0.3319
H (-4.0271, 3.7898, 3.4810)  0.3484
H (-5.5770, 4.5902, 3.2013)  0.4107
C (5.2330, -0.6678, 1.7324)  -0.8158
O (5.1818, -2.0846, 1.8389)  -0.3233
C (6.1645, -2.7254, 1.0174)  -0.5043
C (7.3620, -3.1975, 1.8505)  -0.6684
O (8.0960, -2.0879, 2.3767)  -0.2082
C (7.8036, -1.8524, 3.7503)  -0.4881
H (4.6253, -0.2413, 2.5344)  0.2740
H (6.2541, -0.2865, 1.8328)  0.4306
H (4.8148, -0.3526, 0.7709)  0.3127
H (6.4875, -2.0645, 0.2031)  0.3580
H (5.6839, -3.6009, 0.5662)  0.3867
H (8.0455, -3.7517, 1.1991)  0.3779
H (7.0411, -3.8719, 2.6531)  0.3367
H (8.2832, -2.6206, 4.3659)  0.3597
H (6.7275, -1.8388, 3.9434)  0.3058
H (8.2156, -0.8775, 4.0252)  0.0390
F (-2.2596, 3.5348, -1.1123)  -0.6696
Ca (-7.0760, -3.6135, 2.7877)  0.2538
Cl (9.7647, 0.0279, 3.0723)  -0.0724
Cl (11.2135, 0.0368, 0.7412)  -0.0849

Cartesian forces (eV/Å) of the 6 atoms listed first:
1.635 -0.986 0.519
0.041 0.245 0.040
1.036 0.234 0.740
-1.074 -0.155 1.407
-2.269 -4.521 2.200
4.241 6.550 -3.395

(2)
The following is a DFT calculation (wB97M-V/def2-TZVPD) of the molecule C4H8OS.

Its SMILES is CCCOC=S. The energy above the lowest of the compared OMol25 structures with the same formula, charge and spin is 25.8 kcal per mole. Its HOMO-LUMO gap is 9.5 eV. The calculation puts the total energy at -17159.3310 eV. The HOMO energy comes out at -8.83 eV.

Last column: natural (NBO) charge in e.
Atoms and positions in Å:
C (-1.4515, 2.9871, 0.7536)  -0.6138
C (-0.3017, 2.1298, 0.4724)  -0.4293
C (-0.6797, 0.6612, 0.5668)  -0.0635
O (0.3471, -0.0864, -0.1953)  -0.5010
C (0.2731, -1.4136, -0.0580)  0.0090
S (1.1067, -2.4232, -0.9100)  0.0026
H (-2.0126, 2.7345, 1.6640)  0.2055
H (-2.2302, 2.9735, 0.0152)  0.2114
H (-1.0558, 4.0015, 0.8618)  0.2205
H (0.5181, 2.1845, 1.2309)  0.2068
H (0.1172, 2.2952, -0.5096)  0.2244
H (-1.7204, 0.4755, 0.1027)  0.1811
H (-0.6785, 0.3099, 1.6435)  0.1848
H (-0.4632, -1.7000, 0.7063)  0.1618

Cartesian forces (eV/Å) of the 6 atoms listed first:
-0.788 1.587 1.219
1.391 -2.359 0.804
-0.702 -0.802 -0.485
-1.003 0.307 0.769
-1.311 1.510 1.100
1.174 -1.470 -1.072

(3)
The following is a DFT calculation (wB97M-V/def2-TZVPD) of the molecule C6H10.

Its SMILES is C=C/C=C\CC. The energy above the lowest of the compared OMol25 structures with the same formula, charge and spin is 24.1 kcal per mole. Its HOMO-LUMO gap is 9.6 eV. The calculation puts the total energy at -6382.8125 eV. The HOMO energy comes out at -8.69 eV.

Last column: natural (NBO) charge in e.
Atoms and positions in Å:
C (-2.2072, 0.2095, 0.6568)  -0.3754
C (-1.5385, 1.2922, 0.2571)  -0.2210
C (-0.3064, 1.4179, -0.5388)  -0.2493
C (0.6045, 0.5132, -0.9168)  -0.1321
C (0.7213, -0.9524, -0.6047)  -0.4469
C (1.6918, -1.1687, 0.5647)  -0.5951
H (-1.9015, -0.8012, 0.4253)  0.1840
H (-3.1157, 0.3048, 1.2430)  0.1988
H (-1.9582, 2.2519, 0.5483)  0.1998
H (-0.1066, 2.4420, -0.8509)  0.2040
H (1.4433, 0.9007, -1.4966)  0.1946
H (1.1102, -1.4650, -1.4944)  0.2102
H (-0.2430, -1.4133, -0.3755)  0.2050
H (1.2136, -0.9177, 1.5164)  0.2101
H (2.5783, -0.5338, 0.4583)  0.2052
H (2.0286, -2.2074, 0.6167)  0.2079

Cartesian forces (eV/Å) of the 6 atoms listed first:
0.063 -0.003 -0.020
-0.109 -0.098 0.119
0.111 -0.069 -0.098
-0.076 0.104 0.002
-0.074 -0.028 -0.025
0.074 -0.044 0.095

(4)
The following is a DFT calculation (wB97M-V/def2-TZVPD) of a structure of composition C4H6O2.

The energy above the lowest of the compared OMol25 structures with the same formula, charge and spin is 103.4 kcal per mole. Its HOMO-LUMO gap is 8.1 eV. The calculation puts the total energy at -8335.9791 eV. The HOMO energy comes out at -8.83 eV.

Last column: natural (NBO) charge in e.
Atoms and positions in Å:
C (-1.8074, -0.2401, 0.8984)  -0.6535
C (-0.3437, -0.0565, 0.6652)  -0.2962
C (0.2485, 0.3539, -0.5201)  0.3604
O (0.0246, 0.5963, -1.6817)  -0.5749
C (2.0356, 0.2354, -0.1917)  0.2633
O (2.5655, 0.4821, 0.8574)  -0.4738
H (-2.2796, 0.6675, 1.2944)  0.2346
H (-2.3300, -0.5300, -0.0174)  0.2304
H (-1.9443, -1.0273, 1.6474)  0.2292
H (1.0133, -0.6765, -0.0485)  0.2893
H (0.3209, -0.0202, 1.5263)  0.2364
H (2.5365, 0.2165, -1.1783)  0.1547

Cartesian forces (eV/Å) of the 6 atoms listed first:
-0.077 -0.011 -0.012
-0.012 0.074 -0.030
-0.385 -0.098 -0.095
0.122 -0.122 0.427
0.613 0.220 0.461
-0.234 -0.061 -0.615